(1)
29
Properties=species:S:1:pos:R:3:forces:R:3 method="wB97M-V/def2-TZVPD" e_above_lowest_kcal_mol=30.0 orbital_gap_ev=9.5647 e_lumo_ev=-7.360 total_charge=+2
C -0.842 0.796 1.352 -1.170 3.585 1.913
C -0.626 -0.104 0.450 1.126 -2.181 -1.461
C 0.733 -0.594 0.125 1.106 -1.128 0.135
C 1.068 -1.975 0.074 -0.252 -0.007 -0.624
N 2.235 -2.483 -0.351 -0.850 -0.014 0.483
C 3.192 -1.626 -0.648 0.210 0.554 -0.223
N 3.068 -0.318 -0.340 1.436 -1.727 -0.587
C 1.931 0.120 0.081 -0.143 1.372 -0.115
N 2.178 1.442 0.619 -3.119 1.207 -1.649
C 1.704 2.619 0.234 0.680 -1.405 0.037
N 0.781 2.967 -0.597 -1.373 -1.455 -2.150
N -1.662 -1.016 -0.175 0.691 -2.947 5.267
C -2.894 -1.002 0.645 0.363 0.299 2.761
C -2.143 -0.834 -1.446 2.322 3.931 -3.113
H -0.004 1.429 1.774 -0.952 -1.349 -0.486
H -1.832 1.196 1.704 0.964 -0.831 -0.527
H 0.323 -2.716 0.416 0.499 0.107 -0.308
H 4.138 -1.982 -1.129 -1.028 0.377 0.579
H 3.016 1.459 1.110 1.891 0.194 1.122
H 2.143 3.489 0.594 1.202 1.045 1.619
H 0.398 2.401 -1.402 0.442 0.736 1.587
H 0.597 3.952 -0.593 -0.263 0.383 -0.524
H -1.272 -2.035 0.043 -0.810 2.474 -1.220
H -3.647 -1.761 0.542 0.240 -0.778 -1.014
H -2.422 -1.166 1.608 -1.076 0.391 0.813
H -3.412 -0.055 0.538 0.267 0.221 0.234
H -2.722 -1.611 -1.673 -2.350 -3.041 -1.385
H -2.698 0.088 -1.432 -0.449 0.272 -0.277
H -1.330 -0.681 -2.123 0.397 -0.285 -0.886



(2)
11
Properties=species:S:1:pos:R:3:forces:R:3 method="wB97M-V/def2-TZVPD" multiplicity=3 e_above_lowest_kcal_mol=79.9 s_squared=2.010 orbital_gap_ev="6.4682 / 6.6031" e_lumo_ev="0.965 / -2.622" total_charge=0
C 0.156 0.493 1.748 -0.403 -0.744 -1.979
C -0.030 0.103 0.513 2.074 -3.262 -1.815
C 0.538 -1.085 -0.719 -2.579 4.443 5.998
C -0.929 1.240 0.874 0.817 0.681 2.040
N 0.300 -0.735 -1.966 0.933 -2.163 -3.589
S 1.445 -2.400 -0.265 0.858 -0.912 0.596
H 0.781 0.377 2.620 -0.438 0.241 0.048
H -1.962 1.186 1.230 0.068 -0.543 -0.484
H -0.630 2.284 0.761 -0.132 -0.134 -0.938
H -0.200 0.103 -2.187 -0.044 -0.160 -0.424
H 0.531 -1.565 -2.610 -1.155 2.553 0.547